Below is a cluster of 2 separate species, C2HClF2O2 in total at a distorted geometry, with properties calculated with ωB97M-V with the def2-TZVPD basis set.

⟨S²⟩ ... 2.01
2S+1 ... 3
Kohn-Sham gap (alpha / beta) ... 8.126 / 8.957 eV
LUMO energy (alpha / beta) ... 0.33 / -2.87 eV

Each line ends with the Mulliken spin population.
Geometry (Å):
C -1.41 -0.82 0.07  0.5424
C -1.25 0.37 -0.43  0.6633
O -1.51 -1.91 0.47  0.4953
O 2.02 0.39 0.63  0.0028
F -0.55 0.52 -1.58  0.1014
F 2.82 -0.47 -0.12  0.0001
Cl -1.22 1.80 0.51  0.1889
H 1.10 0.12 0.44  0.0058



Below is a structure of composition C29H40BrN4OScSe5Si, with properties calculated with ωB97M-V with the def2-TZVPD basis set.

Kohn-Sham gap ... 4.892 eV
LUMO energy ... 3.67 eV
Total charge ... -2

Each line ends with the Mulliken charge.
Geometry (Å):
Sc -0.29 -1.00 -0.83  -1.0351
Br -7.12 -2.45 2.43  -0.2829
C -5.36 -1.98 1.86  -0.3627
C -4.35 -1.84 2.81  -0.6630
C -3.08 -1.51 2.41  0.0070
C -2.77 -1.31 1.05  0.1619
O -1.56 -1.01 0.67  1.6612
C -3.81 -1.44 0.11  -0.3525
C -3.60 -1.17 -1.28  -0.4083
N -2.49 -0.80 -1.81  0.8810
C -2.50 -0.45 -3.17  -0.2260
C -3.38 -0.91 -4.12  -0.3474
C -3.31 -0.43 -5.44  -1.0346
C -2.38 0.50 -5.81  -0.8497
C -1.45 0.97 -4.86  0.8041
C -0.45 1.92 -5.15  -0.9176
C 0.44 2.28 -4.19  -1.2027
C 0.36 1.66 -2.93  0.1545
N -0.56 0.78 -2.60  1.1549
C -1.48 0.46 -3.55  0.1867
C -5.10 -1.79 0.53  -0.7305
H -4.56 -2.02 3.85  0.4396
H -2.29 -1.44 3.13  0.2543
H -4.51 -1.20 -1.90  0.1880
H -4.09 -1.69 -3.87  0.4458
H -4.00 -0.83 -6.18  0.3621
H -2.34 0.88 -6.82  0.3745
H -0.39 2.34 -6.15  0.3816
H 1.23 2.99 -4.37  0.4599
H 1.10 1.88 -2.17  -0.0914
H -5.89 -1.90 -0.21  0.4689
Se -1.79 -4.70 1.63  -0.5489
Se -1.59 -5.71 -0.46  -0.3350
Se -2.43 -4.26 -2.11  -0.2273
Se -0.55 -3.05 -2.85  -0.3887
N 0.79 -2.79 0.03  -0.2718
H 1.73 -2.85 -0.37  0.2457
H 0.27 -3.61 -0.27  0.1900
H 0.85 -2.85 1.04  0.1027
Se 2.02 -1.02 -3.17  -0.0327
C 3.78 -1.51 -3.01  0.2787
N 4.89 -1.80 -2.93  -0.7653
C 3.19 2.02 -0.62  -1.9779
C 3.22 1.08 0.60  2.7077
C 4.12 1.74 1.66  -2.0400
C 3.96 -0.17 0.10  -1.6594
Si 1.36 0.60 1.10  -0.0099
C 1.56 -0.30 2.88  3.1030
C 2.67 -1.36 2.84  -2.2267
C 0.28 -1.05 3.28  -1.8621
C 1.90 0.62 4.07  -2.0844
C 0.37 2.29 1.48  2.9236
C -0.86 2.00 2.35  -2.2661
C 1.15 3.43 2.14  -2.0249
C -0.21 2.86 0.18  -1.7992
H 4.22 2.29 -0.90  0.6565
H 2.65 2.95 -0.43  0.3617
H 2.76 1.51 -1.47  0.0207
H 5.09 1.98 1.20  0.5547
H 4.32 1.07 2.49  0.3133
H 3.71 2.67 2.06  0.2754
H 4.85 0.11 -0.48  0.6329
H 3.33 -0.76 -0.57  -0.3435
H 4.29 -0.81 0.91  0.2344
H 2.62 -2.02 1.97  0.3002
H 2.60 -2.00 3.73  0.5509
H 3.67 -0.92 2.85  0.4655
H -0.05 -1.77 2.53  -0.0663
H -0.54 -0.37 3.45  0.2215
H 0.46 -1.60 4.22  0.6033
H 2.80 1.21 3.90  0.3106
H 2.07 0.00 4.96  0.5747
H 1.09 1.30 4.30  0.3261
H -0.61 1.76 3.38  0.2990
H -1.45 1.17 1.95  0.1183
H -1.51 2.89 2.38  0.6069
H 1.61 3.14 3.09  0.2765
H 0.48 4.28 2.34  0.5207
H 1.95 3.80 1.49  0.3725
H -0.84 2.13 -0.33  0.0762
H 0.57 3.18 -0.52  0.2267
H -0.83 3.74 0.40  0.5981



Below is the molecule C7H12NO3P at a distorted geometry, with properties calculated with ωB97M-V with the def2-TZVPD basis set.

Kohn-Sham gap ... 8.595 eV
LUMO energy ... -1.08 eV

Each line ends with the Mulliken charge.
Geometry (Å):
C 2.71 -1.28 1.17  -0.8327
C 1.56 -0.57 1.09  -0.1740
C 1.32 0.24 -0.07  0.4556
O 1.95 0.40 -1.06  -0.4579
N -0.23 0.97 -0.05  0.1715
C -0.55 1.12 -1.56  -1.1019
C -0.21 2.20 0.69  -0.9833
P -1.62 0.01 0.72  0.9039
O -1.09 -0.30 2.08  -0.7271
O -2.82 0.88 0.51  -0.7453
C -1.70 -1.42 -0.41  0.0972
C -0.81 -2.04 -1.15  -0.8366
H 2.79 -1.88 2.13  0.2512
H 3.60 -1.36 0.55  0.3309
H 0.76 -0.85 1.66  0.5554
H 0.15 1.86 -1.95  0.4137
H -0.26 0.15 -2.03  0.4318
H -1.64 1.12 -1.76  0.3300
H 0.79 2.57 0.57  0.4398
H -0.96 2.86 0.19  0.3284
H -0.39 1.86 1.81  0.3334
H -2.64 -2.00 -0.36  0.3352
H -1.02 -2.90 -1.69  0.3697
H 0.29 -1.62 -1.08  0.1110



Below is a structure of composition C20H56N5O6Sr at a distorted geometry, with properties calculated with ωB97M-V with the def2-TZVPD basis set.

Kohn-Sham gap ... 7.530 eV
LUMO energy ... -3.92 eV
Total charge ... +1

Each line ends with the Mulliken charge.
Geometry (Å):
Sr 22.02 -5.65 -3.57  1.9200
O 20.48 -4.09 -2.64  -0.9519
H 19.79 -3.42 -2.58  -0.4710
C 22.12 -1.38 -0.41  -1.0950
C 21.40 -2.35 0.53  0.2107
C 19.94 -1.94 0.71  -0.6807
O 19.21 -2.71 1.67  -0.3607
C 19.83 -2.80 2.96  -0.7616
N 21.57 -3.73 0.06  -0.2524
H 23.19 -1.59 -0.42  0.1279
H 22.07 -0.34 -0.09  0.5964
H 21.66 -1.45 -1.40  -0.1063
H 21.83 -2.23 1.53  0.4876
H 19.30 -2.06 -0.17  0.0057
H 19.87 -0.87 0.96  0.5330
H 20.75 -3.37 2.93  0.2803
H 19.01 -3.17 3.58  0.2877
H 19.99 -1.78 3.31  0.3265
H 20.83 -4.25 0.53  0.2627
H 21.28 -3.77 -0.94  0.2029
C 21.03 -0.73 -6.35  -1.5055
C 20.69 -1.47 -5.08  0.9944
C 19.44 -0.85 -4.41  -0.4376
O 19.55 0.53 -4.17  -0.4333
C 20.49 0.94 -3.23  -0.5677
N 20.34 -2.89 -5.32  -0.6527
H 21.38 0.27 -6.12  0.3027
H 20.15 -0.69 -7.00  0.3395
H 21.81 -1.30 -6.87  0.4142
H 21.55 -1.40 -4.39  -0.0741
H 19.31 -1.36 -3.45  0.0746
H 18.57 -1.14 -5.00  0.4210
H 20.37 2.01 -3.07  0.3592
H 21.54 0.75 -3.47  0.2576
H 20.32 0.56 -2.21  0.1135
H 21.19 -3.38 -5.59  0.2530
H 20.15 -3.24 -4.38  0.1747
C 16.42 -6.40 -0.44  -1.5962
C 17.36 -5.52 -1.25  0.4655
C 16.70 -4.23 -1.74  -0.0692
O 15.64 -4.60 -2.60  -0.3598
C 15.17 -3.51 -3.40  -0.6653
N 18.62 -5.28 -0.57  -0.0700
H 16.83 -7.41 -0.33  0.3272
H 15.47 -6.63 -0.93  0.4103
H 16.15 -5.95 0.52  0.3314
H 17.59 -6.14 -2.13  0.1477
H 17.47 -3.60 -2.20  -0.0331
H 16.32 -3.68 -0.87  0.4139
H 14.42 -3.90 -4.07  0.2820
H 15.95 -3.07 -4.03  0.1825
H 14.76 -2.75 -2.73  0.3209
H 19.31 -4.89 -1.21  -0.4101
H 18.49 -4.62 0.19  0.3117
C 20.02 -8.58 0.18  -1.4277
C 21.18 -7.81 -0.45  0.5615
C 22.45 -8.65 -0.49  -1.1119
O 23.56 -7.86 -0.85  -0.3656
C 24.81 -8.52 -0.70  -0.7876
N 20.85 -7.25 -1.79  -0.3960
H 19.06 -8.05 0.11  0.1751
H 20.22 -8.84 1.21  0.4446
H 19.82 -9.47 -0.42  0.4141
H 21.37 -6.92 0.16  0.0284
H 22.33 -9.39 -1.30  0.3497
H 22.58 -9.26 0.41  0.5203
H 25.10 -9.06 -1.61  0.3035
H 24.78 -9.13 0.20  0.3513
H 25.67 -7.86 -0.56  0.1753
H 20.10 -6.58 -1.63  0.4793
H 20.40 -8.03 -2.28  0.2729
C 24.95 -3.23 -2.63  -1.2577
C 24.97 -4.39 -1.63  -0.0305
C 25.37 -4.13 -0.18  -0.4316
O 26.74 -3.79 -0.09  -0.4245
C 27.64 -4.82 -0.44  -0.5959
N 23.62 -4.99 -1.63  0.0313
H 25.99 -3.08 -2.93  0.4188
H 24.54 -2.28 -2.29  0.1465
H 24.34 -3.40 -3.53  0.1794
H 25.62 -5.20 -1.99  0.6110
H 25.10 -4.96 0.47  0.4248
H 24.76 -3.26 0.09  0.1427
H 27.32 -5.76 0.02  0.2325
H 28.65 -4.59 -0.11  0.2946
H 27.74 -4.95 -1.53  0.2370
H 22.98 -4.41 -1.07  0.5284
H 23.66 -5.86 -1.12  -0.0787



Below is a cluster of 2 separate species, C3H10OS in total at a distorted geometry, with properties calculated with ωB97M-V with the def2-TZVPD basis set.

Kohn-Sham gap ... 9.314 eV
LUMO energy ... 0.72 eV

Each line ends with the Mulliken charge.
Geometry (Å):
C 0.56 2.67 -0.12  -0.8593
S -1.05 2.69 -1.14  -0.0587
C -1.07 1.14 -2.14  -0.7921
H 0.81 3.78 -0.11  0.2746
H 1.34 2.19 -0.47  0.3520
H 0.41 2.55 1.01  0.2579
H -1.72 0.25 -1.70  0.2417
H -1.58 1.27 -3.00  0.3490
H 0.01 0.86 -2.46  0.2353
C 0.75 -2.79 1.74  -0.5057
O -0.30 -3.59 1.16  -0.4992
H 0.47 -1.83 1.57  0.2543
H 0.90 -2.93 2.87  0.2139
H 1.59 -2.96 1.13  0.2361
H -1.11 -3.30 1.65  0.3001



Below is a cluster of 2 separate species, C5H13NO4 in total at a distorted geometry, with properties calculated with ωB97M-V with the def2-TZVPD basis set.

Kohn-Sham gap ... 10.052 eV
LUMO energy ... 0.79 eV

Each line ends with the Mulliken charge.
Geometry (Å):
C 0.04 1.14 -2.02  -0.7091
O 0.15 -0.18 -1.55  -0.3231
C 1.23 -0.43 -0.68  -0.8822
C 0.83 -0.48 0.81  0.4887
O 0.34 0.73 1.31  -0.3515
C 1.33 1.68 1.65  -0.7268
C -0.21 -1.57 1.04  0.2553
O -1.13 -1.45 1.83  -0.5629
O 0.21 -2.73 0.58  -0.4600
H -0.74 1.14 -2.79  0.2595
H -0.24 1.84 -1.23  0.2493
H 1.00 1.47 -2.47  0.3470
H 1.63 -1.41 -0.95  0.4488
H 2.02 0.32 -0.82  0.3917
H 1.74 -0.78 1.37  0.2993
H 0.81 2.53 2.10  0.2650
H 2.04 1.26 2.37  0.3083
H 1.88 2.03 0.76  0.3027
H -0.45 -3.50 0.79  0.3932
N -2.91 -0.50 -0.40  -0.5941
H -2.72 -0.38 -1.39  0.1844
H -3.17 0.40 -0.01  0.1992
H -3.69 -1.14 -0.30  0.2173



Below is a cluster of 5 separate species, C29H55N2O18S4 in total at a distorted geometry, with properties calculated with ωB97M-V with the def2-TZVPD basis set.

Kohn-Sham gap ... 8.256 eV
LUMO energy ... -3.87 eV
Total charge ... +1

Each line ends with the Mulliken charge.
Geometry (Å):
C -0.22 0.20 -0.47  -0.0841
C 1.36 0.66 -0.41  0.3673
C 1.68 1.69 0.83  -0.3729
C 1.27 1.14 2.32  -0.0902
C 2.45 0.32 3.11  -0.6266
C 3.08 -0.95 2.28  -0.6808
C 1.98 -2.07 1.80  0.7135
C 2.57 -3.13 0.66  -0.7276
C 1.64 -3.22 -0.69  0.2097
C 0.53 -4.46 -0.65  -0.8522
C -0.65 -4.03 0.41  0.0663
C -2.18 -4.03 -0.26  -0.4952
C -3.13 -3.24 0.86  -0.1465
N -3.51 -3.89 2.18  -0.1047
C -4.33 -2.83 2.90  -0.2738
N -4.44 -1.58 2.04  0.0959
C -5.20 -0.40 2.62  -0.5819
C -4.08 0.52 3.44  0.1609
O -4.46 1.42 4.39  -0.4623
C -3.71 -1.72 0.71  -0.0135
C -3.57 -0.58 -0.46  -0.2613
O -2.93 -1.03 -1.70  -0.2416
C -3.16 0.11 -2.65  -0.5692
C -1.94 0.31 -3.73  0.0436
C -1.19 1.80 -3.62  -0.9727
H -0.97 1.11 -0.63  0.2438
H -0.37 -0.57 -1.36  -0.2602
H -0.60 -0.35 0.50  -0.3348
H 1.59 1.22 -1.43  0.3681
H 2.05 -0.28 -0.37  -0.1241
H 2.81 2.01 0.84  -0.2037
H 1.04 2.68 0.62  0.3524
H 0.23 0.55 2.30  -0.1990
H 1.05 2.11 2.98  0.4154
H 2.02 0.03 4.17  0.3101
H 3.33 1.09 3.30  0.1661
H 3.70 -0.65 1.34  0.1511
H 3.83 -1.51 3.02  0.3731
H 1.07 -1.47 1.36  -0.7810
H 1.54 -2.72 2.70  0.4140
H 2.73 -4.16 1.20  0.3117
H 3.66 -2.73 0.38  0.2803
H 1.02 -2.26 -0.94  -0.3934
H 2.32 -3.45 -1.64  0.2925
H 1.11 -5.39 -0.17  0.3122
H 0.15 -4.78 -1.71  0.3648
H -0.60 -4.62 1.43  0.2732
H -0.45 -2.89 0.69  -0.2069
H -2.50 -5.17 -0.33  0.3292
H -2.15 -3.49 -1.30  0.2759
H -3.25 -4.86 2.54  0.3294
H -4.77 -3.00 3.98  0.3668
H -5.69 0.30 1.82  0.3194
H -5.97 -0.86 3.39  0.3548
H -2.91 0.46 3.21  0.2939
H -3.00 0.35 0.01  0.2907
H -4.67 -0.23 -0.74  0.5403
H -4.18 0.00 -3.22  0.2967
H -3.23 1.12 -2.03  0.3239
H -2.44 0.31 -4.82  0.3419
H -1.14 -0.55 -3.75  -0.0423
H -0.09 1.76 -4.08  0.1487
H -1.76 2.63 -4.24  0.3331
H -1.11 2.19 -2.52  0.2991
C -8.18 2.72 6.38  -0.3472
C -7.04 1.81 6.82  -0.0879
O -7.66 0.81 7.63  -0.3158
S -9.17 0.53 7.07  1.0860
O -9.13 -0.63 6.21  -0.5389
O -10.09 0.67 8.17  -0.5123
O -9.29 1.86 6.13  -0.3150
H -8.47 3.42 7.18  0.2998
H -7.93 3.29 5.48  0.3057
H -6.28 2.34 7.39  0.3233
H -6.58 1.31 5.96  0.1042
C 0.12 -0.49 -7.58  -0.3532
C 0.64 -1.92 -7.58  -0.3522
O 1.79 -1.90 -6.74  -0.3434
S 1.57 -0.79 -5.57  1.1488
O 1.10 -1.47 -4.38  -0.4654
O 2.71 0.10 -5.57  -0.5739
O 0.31 -0.02 -6.25  -0.2962
H 0.71 0.15 -8.25  0.2729
H -0.94 -0.43 -7.86  0.3414
H 0.90 -2.27 -8.59  0.3319
H -0.10 -2.61 -7.14  0.2732
C 6.41 5.50 1.86  -0.4079
C 5.86 4.98 0.53  -0.3426
O 5.49 3.62 0.79  -0.2358
S 4.99 3.50 2.34  1.1973
O 3.55 3.57 2.36  -0.5190
O 5.73 2.44 2.97  -0.6017
O 5.58 4.93 2.86  -0.3183
H 7.43 5.16 2.02  0.3087
H 6.37 6.59 1.91  0.3139
H 6.60 5.03 -0.27  0.3214
H 4.96 5.52 0.23  0.2816
C 4.95 0.93 -3.47  0.0347
C 5.82 0.41 -4.61  -0.3474
O 7.15 0.79 -4.26  -0.3431
S 7.30 0.78 -2.64  1.0525
O 7.90 -0.48 -2.26  -0.5471
O 7.83 2.06 -2.22  -0.5444
O 5.72 0.72 -2.28  -0.2174
H 4.76 2.00 -3.56  0.2073
H 4.00 0.40 -3.40  0.0566
H 5.54 0.84 -5.57  0.2853
H 5.79 -0.68 -4.67  0.3524



Below is the molecule C4H6N4 at a distorted geometry, with properties calculated with ωB97M-V with the def2-TZVPD basis set.

Kohn-Sham gap ... 10.041 eV
LUMO energy ... 0.77 eV

Each line ends with the Mulliken charge.
Geometry (Å):
N 2.22 0.20 -0.56  -0.7395
C 0.91 -0.46 -0.18  0.2495
C -0.46 -0.72 -1.13  -0.5431
C -1.06 0.31 -0.18  0.1432
N -2.14 0.74 0.52  0.2216
N -1.73 1.22 1.69  -0.4745
N -0.28 1.19 1.73  -0.3769
C -0.03 0.30 0.66  0.0165
H 2.84 -0.67 -0.67  0.2869
H 2.76 0.28 0.33  0.3075
H 1.15 -1.34 0.53  0.2004
H -0.27 -0.29 -2.17  0.2524
H -0.86 -1.64 -1.08  0.3130
H -3.06 0.88 0.49  0.1430



Below is the molecule C5H9NO at a distorted geometry, with properties calculated with ωB97M-V with the def2-TZVPD basis set.

Kohn-Sham gap ... 11.392 eV
LUMO energy ... 0.56 eV

Each line ends with the Mulliken charge.
Geometry (Å):
C 0.81 0.17 -1.35  -1.6518
C 0.19 -0.30 -0.03  2.0093
C -1.26 -0.77 -0.24  -1.7243
C 0.98 -1.43 0.51  -0.1761
N 1.59 -2.30 0.96  -0.5215
C 0.25 0.82 1.03  -0.9358
O -0.54 1.92 0.61  -0.5207
H 0.26 1.04 -1.71  0.3692
H 1.86 0.45 -1.21  0.3897
H 0.77 -0.62 -2.11  0.4116
H -1.30 -1.60 -0.95  0.4199
H -1.86 0.06 -0.63  0.3738
H -1.71 -1.11 0.70  0.3961
H -0.09 0.42 1.99  0.4494
H 1.29 1.15 1.14  0.3833
H -1.23 2.07 1.27  0.3280



Below is a structure of composition C15H11Cl2MnO2S, with properties calculated with ωB97M-V with the def2-TZVPD basis set.

Kohn-Sham gap ... 7.936 eV
LUMO energy ... -8.06 eV
Total charge ... +2

Each line ends with the Mulliken charge.
Geometry (Å):
Mn 0.90 0.11 -0.51  0.0153
Cl 0.35 -1.22 -2.27  -0.1374
C -1.25 -1.82 -1.74  1.1693
C -1.79 -2.84 -2.47  -0.8746
C -3.05 -3.30 -2.09  -0.3701
C -3.73 -2.73 -1.02  -0.6570
C -3.17 -1.68 -0.32  0.2490
Cl -4.01 -0.97 0.99  -0.1297
C -1.89 -1.21 -0.65  0.1023
S -1.21 0.19 0.14  0.0139
H -1.27 -3.27 -3.31  0.4840
H -3.50 -4.11 -2.64  0.4208
H -4.71 -3.10 -0.74  0.4603
C 0.53 -0.90 3.54  -1.0913
C 0.34 -0.46 2.14  0.9267
O -0.92 -0.39 1.73  -0.1188
O 1.28 -0.19 1.38  -0.6430
H -0.39 -0.82 4.11  0.3449
H 1.34 -0.32 3.99  0.3628
H 0.85 -1.94 3.51  0.3289
C 0.92 1.69 -0.93  0.4112
C 0.94 3.02 -1.29  1.0078
C 1.21 4.00 -0.30  -0.4028
C 1.25 5.33 -0.67  -0.6700
C 1.03 5.68 -2.00  -0.2678
C 0.76 4.72 -2.98  -0.6654
C 0.72 3.39 -2.64  -0.4011
H 1.40 3.70 0.72  0.4339
H 1.46 6.09 0.06  0.4277
H 1.06 6.73 -2.28  0.4228
H 0.59 5.03 -4.00  0.4299
H 0.52 2.63 -3.38  0.4175



Below is the ion C3H4BrO5P with charge -2 at a distorted geometry, with properties calculated with ωB97M-V with the def2-TZVPD basis set.

Kohn-Sham gap ... 5.884 eV
LUMO energy ... 5.54 eV
Total charge ... -2

Each line ends with the Mulliken charge.
Geometry (Å):
C 1.57 0.04 0.24  -1.0402
C 0.04 0.40 0.69  1.1018
O -0.58 -0.64 1.09  -0.6414
P -0.89 -1.69 -0.58  0.8572
O -2.18 -2.39 -0.34  -0.7897
O 0.39 -2.50 -0.46  -0.7808
O -0.87 -0.51 -1.52  -0.6912
O -0.14 1.67 1.37  -0.5113
C -0.48 1.53 0.03  -0.4019
Br -2.36 1.84 -0.34  -0.2776
H 2.13 -0.17 1.18  0.2495
H 1.98 0.96 -0.24  0.2861
H 1.38 -0.78 -0.41  0.4240
H 0.01 2.25 -0.72  0.2155



Below is the molecule C3H6N4 at a distorted geometry, with properties calculated with ωB97M-V with the def2-TZVPD basis set.

Kohn-Sham gap (alpha / beta) ... 8.027 / 8.026 eV
LUMO energy (alpha / beta) ... 0.38 / 0.38 eV

Each line ends with the Mulliken charge.
Geometry (Å):
C -3.01 0.83 0.21  -0.1586
C 0.60 -1.78 0.07  -0.3325
C 1.63 1.02 0.10  -0.7868
N -1.42 -0.85 -0.29  -0.8115
N -2.21 0.07 -0.19  0.3338
N 0.28 0.61 -0.07  -0.9602
N -0.07 -0.65 -0.14  1.0600
H -3.60 1.69 -0.09  0.2801
H 1.65 -1.85 0.10  0.2176
H -0.04 -2.48 -0.27  0.3090
H 1.76 1.98 -0.25  0.3363
H 2.13 1.09 1.17  0.2477
H 2.29 0.33 -0.37  0.2651